[1]
{
  "formula": "C15H37BMgNO9P2",
  "method": "wB97M-V/def2-TZVPD",
  "elements": ["C", "C", "O", "C", "C", "O", "C", "C", "O", "C", "B", "C", "N", "C", "C", "C", "P", "O", "O", "C", "C", "O", "C", "C", "P", "O", "O", "O", "H", "H", "H", "H", "H", "H", "H", "H", "H", "H", "H", "H", "H", "H", "H", "H", "H", "H", "H", "H", "H", "H", "H", "H", "H", "H", "H", "H", "H", "H", "H", "H", "H", "H", "H", "H", "H", "Mg"],
  "positions_angstrom": [[4.938682, -0.463246, 1.702309], [5.494828, 0.787982, 1.034378], [6.288301, 0.554488, -0.113986], [5.717611, -0.261291, -1.107166], [4.367364, 0.216205, -1.633428], [4.376114, 1.622728, -1.722890], [3.194264, 2.179725, -2.263026], [2.386261, 2.839517, -1.153425], [1.061216, 3.012727, -1.621359], [0.060377, 3.192443, -0.681525], [-0.872037, 1.805021, -0.322142], [0.008738, 0.747242, 0.547529], [0.772756, -0.246997, -0.212939], [-2.146909, 2.335145, 0.528196], [-3.400255, 1.447917, 0.640435], [-3.273402, 0.344280, 1.697103], [-3.468254, -1.435244, 1.592422], [-3.958307, -1.629095, 3.014880], [-2.101134, -2.104340, 1.280272], [-1.645920, -3.343577, 1.935652], [-0.218015, -3.590234, 1.530713], [-4.454463, -1.610389, 0.411626], [-4.682687, -2.881726, -0.297218], [-5.397087, -2.567099, -1.584680], [-1.287924, 0.947430, -2.027821], [-0.168294, 0.671080, -2.947765], [-2.021117, -0.441593, -1.561644], [-2.495137, 1.732088, -2.753928], [4.362952, -0.158526, 2.580941], [5.741825, -1.119065, 2.044927], [4.262138, -1.028048, 1.056548], [4.686051, 1.493323, 0.797053], [6.165502, 1.291447, 1.732900], [5.600563, -1.296091, -0.753336], [6.439938, -0.281613, -1.923604], [3.540074, -0.133279, -0.995203], [4.210564, -0.222322, -2.628708], [2.563099, 1.435391, -2.763675], [3.467686, 2.919493, -3.019611], [2.406092, 2.224052, -0.242721], [2.798467, 3.826829, -0.907351], [-0.625503, 3.956963, -1.064592], [0.464931, 3.520711, 0.290150], [-0.602546, 0.169561, 1.256049], [0.668834, 1.374512, 1.184034], [1.477498, -0.699566, 0.357920], [1.256204, 0.185095, -0.993386], [-2.483385, 3.321451, 0.187085], [-1.787887, 2.502353, 1.564669], [-4.239770, 2.087090, 0.931839], [-3.696073, 0.962192, -0.291965], [-4.127779, 0.429810, 2.375166], [-2.301101, 0.465748, 2.223747], [-2.303532, -4.154977, 1.616212], [-1.767406, -3.217488, 3.012709], [0.462181, -2.925722, 2.064971], [-0.083690, -3.426380, 0.462029], [0.051030, -4.618981, 1.776168], [-5.265726, -3.525282, 0.362663], [-3.706368, -3.333447, -0.484687], [-4.706719, -2.158141, -2.322489], [-5.834074, -3.480813, -1.989867], [-6.194485, -1.842834, -1.413277], [-1.403485, -1.156382, -1.793928], [-3.018300, 2.282643, -2.156816], [-3.553366, 0.469110, 3.956863]],
  "forces_ev_per_angstrom": [[-0.029, 0.087, 0.145], [-0.037, 0.040, 0.065], [0.001, -0.143, 0.136], [-0.054, -0.070, -0.105], [-0.042, 0.030, -0.057], [0.115, 0.081, -0.193], [-0.166, -0.022, -0.062], [-0.182, 0.122, 0.046], [0.230, 0.008, -0.187], [-0.424, -0.168, -0.008], [0.381, 0.201, 0.449], [0.187, -0.177, 0.002], [0.169, 0.006, 0.066], [-0.042, -0.114, -0.074], [-0.110, -0.040, -0.088], [0.386, 1.021, -0.603], [0.126, 0.465, -0.103], [0.256, 0.129, 0.673], [-0.218, -0.239, 0.097], [-0.080, -0.170, 0.073], [0.121, 0.125, 0.087], [-0.016, -0.388, 0.358], [0.029, -0.095, -0.086], [0.044, 0.068, -0.108], [0.318, 0.208, 0.096], [-0.245, -0.080, 0.043], [-0.030, -0.277, -0.209], [-0.192, 0.064, 0.058], [0.044, -0.011, -0.011], [-0.051, -0.024, -0.109], [0.083, 0.010, -0.006], [0.018, -0.127, -0.057], [-0.048, 0.022, -0.035], [0.001, 0.045, -0.074], [0.015, 0.114, 0.065], [0.070, 0.123, 0.054], [-0.031, -0.064, 0.092], [0.045, -0.043, 0.109], [0.046, -0.034, 0.074], [0.008, -0.039, -0.103], [0.071, -0.104, 0.114], [0.036, 0.001, -0.010], [-0.016, 0.028, -0.067], [-0.052, 0.024, -0.018], [-0.093, -0.070, 0.047], [-0.010, 0.030, 0.042], [-0.158, -0.057, -0.131], [0.058, -0.053, -0.058], [-0.091, 0.149, -0.049], [-0.079, -0.175, 0.041], [0.176, 0.102, -0.062], [-0.877, 0.639, -1.263], [0.080, 0.062, 0.052], [0.022, 0.105, -0.083], [0.031, 0.007, -0.068], [-0.027, 0.009, -0.060], [-0.036, -0.078, 0.008], [-0.013, 0.052, -0.029], [-0.011, 0.096, -0.009], [-0.048, 0.021, 0.054], [-0.040, 0.049, 0.063], [0.017, 0.038, 0.021], [-0.020, -0.117, 0.013], [-0.092, 0.152, 0.195], [0.148, -0.042, -0.125], [0.325, -1.512, 0.869]],
  "mulliken_charge": [-1.0386, 0.0028, -0.4472, -0.8458, 0.3985, -0.3913, -0.7224, 0.0943, -0.3056, -0.8420, 0.5356, -0.3868, -0.3235, -1.3213, -0.2498, -1.2201, 0.6130, -1.0558, 0.2081, -0.2504, -1.1700, -0.1202, -0.0615, -1.2753, 0.9434, -0.7038, -0.2962, -0.6061, 0.3881, 0.3015, 0.2012, 0.0168, 0.3843, 0.3791, 0.4060, -0.3520, 0.5047, 0.3184, 0.3572, -0.0092, 0.3299, 0.2444, 0.3897, -0.1836, 0.2992, 0.2704, -0.0511, 0.4103, 0.2184, 0.4347, 0.2540, 0.8054, 0.5628, 0.3181, 0.3234, 0.2903, 0.2895, 0.4356, 0.4066, 0.2041, 0.2758, 0.4053, 0.3105, 0.2824, 0.3524, 1.0635],
  "total_charge": 1,
  "e_homo_ha": -0.3611,
  "lumo_energy_ev": -7.57
}

***

[2]
{
  "formula": "C2H8N",
  "method": "wB97M-V/def2-TZVPD",
  "elements": ["C", "C", "H", "H", "H", "H", "N", "H", "H", "H", "H"],
  "positions_angstrom": [[1.539594, 0.218430, 0.187753], [0.754508, 0.914623, 1.022887], [1.844029, -0.803999, 0.393383], [1.771977, 0.604059, -0.798448], [0.179492, 0.456638, 1.818131], [0.651329, 1.978132, 0.840038], [-1.333737, -0.684617, -0.684890], [-1.575739, -1.106497, -1.590522], [-1.504421, 0.320395, -0.775604], [-1.980828, -1.137418, -0.029191], [-0.346200, -0.759748, -0.383533]],
  "forces_ev_per_angstrom": [[-0.903, -0.229, 0.109], [0.336, -0.177, -0.869], [-0.196, -0.094, -0.056], [0.826, 0.355, 0.335], [0.621, 0.166, 0.563], [-0.512, -0.031, -0.002], [-0.831, -0.180, -0.542], [0.663, -0.011, 0.015], [-0.243, -0.033, 0.298], [0.259, 0.424, 0.282], [-0.020, -0.191, -0.133]],
  "mulliken_charge": [-0.8186, -0.6141, 0.4334, 0.3644, 0.3889, 0.2979, -0.4753, 0.3986, 0.4329, 0.3776, 0.2144],
  "total_charge": 1,
  "e_homo_ha": -0.5371,
  "lumo_energy_ev": -4.16,
  "e_above_lowest_ev": 1.283
}

***

[3]
{
  "formula": "C16H13N2O6Tm",
  "method": "wB97M-V/def2-TZVPD",
  "elements": ["O", "C", "Tm", "O", "C", "C", "O", "C", "O", "C", "O", "H", "C", "N", "N", "C", "O", "C", "C", "C", "C", "C", "C", "C", "C", "C", "H", "H", "H", "H", "H", "H", "H", "H", "H", "H", "H", "H"],
  "positions_angstrom": [[1.375264, 1.361483, -6.674128], [1.044640, 1.178479, -5.531389], [-0.882941, -0.995320, -2.851730], [-0.554283, 2.843118, -2.678278], [-0.091495, 1.976025, -3.322961], [0.334971, -0.019287, -4.779314], [0.831939, -1.088067, -4.282371], [1.196190, 1.990129, -4.251135], [2.204980, 2.509877, -3.816252], [-2.387567, 0.929456, -3.006943], [-3.164380, 1.734534, -3.294877], [-1.122746, -0.035171, -4.467573], [1.083121, -0.300763, 3.497414], [1.205320, -0.005668, 2.088403], [0.298027, -0.459787, 1.188087], [0.748175, -0.204656, -0.062224], [0.057306, -0.517883, -1.112562], [2.012392, 0.412880, 0.081605], [2.273015, 0.486556, 1.435157], [3.449283, 0.998642, 2.167729], [-0.994853, -0.936084, 1.581939], [-1.762579, -0.174110, 2.460298], [-3.030703, -0.629038, 2.824118], [-3.530129, -1.820324, 2.276071], [-2.757355, -2.555764, 1.368037], [-1.482779, -2.118146, 1.022302], [0.916941, -1.368901, 3.688337], [0.272784, 0.268712, 3.960293], [2.018153, -0.008872, 3.979558], [2.624242, 0.738950, -0.741601], [3.183177, 1.787771, 2.885935], [3.978807, 0.205499, 2.716607], [4.156136, 1.429544, 1.449022], [-1.371244, 0.765991, 2.858451], [-3.625207, -0.050212, 3.532113], [-4.525417, -2.173525, 2.551030], [-3.138467, -3.477856, 0.927204], [-0.842716, -2.678203, 0.333643]],
  "forces_ev_per_angstrom": [[-0.792, -0.634, 2.890], [-0.405, -0.492, -0.582], [1.796, 0.116, 1.238], [0.439, -0.806, -0.559], [0.946, 0.216, -0.221], [-2.247, -2.639, 0.682], [-1.076, 1.501, -0.429], [1.731, 3.644, 0.904], [-1.703, -1.542, -0.825], [-3.828, 2.701, -1.188], [3.083, -2.982, 1.225], [2.341, 1.186, -2.674], [0.042, -0.083, 0.962], [0.291, -0.169, -0.099], [-0.610, -0.212, -0.209], [1.436, 0.629, 1.200], [-0.612, -0.339, -0.901], [-0.776, -0.449, -0.834], [-0.460, 0.038, 0.228], [0.733, 0.370, 0.033], [-0.404, 0.095, -0.108], [-0.129, -0.018, 0.003], [0.025, -0.323, -0.183], [0.181, 0.167, -0.020], [-0.136, 0.111, 0.039], [0.224, 0.163, -0.032], [0.047, 0.248, -0.261], [0.272, -0.118, -0.105], [-0.171, -0.073, -0.150], [0.146, 0.036, 0.116], [-0.017, -0.244, -0.232], [-0.218, 0.155, -0.195], [-0.160, -0.113, 0.222], [-0.272, -0.319, -0.212], [0.138, -0.198, -0.248], [0.332, 0.117, -0.063], [0.043, 0.242, 0.234], [-0.229, 0.018, 0.351]],
  "lowdin_spin": [-0.0199, -0.0111, 2.0156, 0.1274, 0.1574, -0.1875, -0.1465, 0.0279, -0.0109, 0.0261, 0.0165, 0.0029, 0.0000, 0.0000, 0.0002, 0.0003, 0.0017, 0.0000, 0.0000, 0.0000, 0.0000, 0.0000, 0.0000, 0.0000, 0.0000, -0.0001, 0.0000, 0.0000, 0.0000, 0.0000, 0.0000, 0.0000, 0.0000, 0.0000, 0.0000, 0.0000, 0.0000, 0.0000],
  "multiplicity": 3,
  "total_charge": 2,
  "e_homo_ha": [-0.5407, -0.5338],
  "s_squared": 2.254,
  "lumo_energy_ev": [-8.41, -8.53]
}

***

[4]
{
  "formula": "CH8N3",
  "method": "wB97M-V/def2-TZVPD",
  "elements": ["N", "H", "H", "H", "H", "N", "C", "N", "H", "H", "H", "H"],
  "positions_angstrom": [[0.333730, 1.741748, 1.716116], [0.401812, 2.612095, 1.204666], [0.009259, 0.219015, 0.594749], [1.238008, 1.284015, 1.726563], [0.192626, 1.925220, 2.706984], [-1.135196, -1.115571, -1.718476], [-0.086823, -1.321198, -0.948002], [0.378288, -0.491351, -0.068515], [-1.323262, -1.735718, -2.487163], [-1.918036, -0.549574, -1.413348], [0.524678, -2.133339, -1.331109], [1.384918, -0.435337, 0.017531]],
  "forces_ev_per_angstrom": [[0.106, -0.825, 0.269], [0.122, 0.093, 0.162], [-1.082, 0.241, -0.612], [0.387, 0.419, -0.153], [-0.431, 0.245, -0.251], [-1.039, -0.311, 1.060], [0.193, 0.678, -2.209], [1.102, 0.260, 1.290], [-0.073, -0.358, 0.108], [0.200, 0.322, -0.192], [0.432, 0.188, 0.354], [0.083, -0.955, 0.173]],
  "mulliken_charge": [-0.8174, 0.2354, 0.3822, 0.2507, 0.2460, -0.3062, 0.2043, -0.2734, 0.2539, 0.2589, 0.3165, 0.2493],
  "total_charge": 1,
  "e_homo_ha": -0.5456,
  "lumo_energy_ev": -4.02,
  "e_above_lowest_ev": 0.910
}